{
  "formula": "C6H12O",
  "method": "ωB97M-V/def2-TZVPD",
  "elements": ["O", "C", "C", "C", "C", "C", "C", "H", "H", "H", "H", "H", "H", "H", "H", "H", "H", "H", "H"],
  "coordinates": [[-1.73174, -0.92170, 1.17743], [0.66321, -0.18012, 1.09384], [-0.01833, 0.77187, -2.61239], [0.34015, 0.77109, -0.03851], [-0.40976, -1.11371, 1.59578], [0.24804, -0.02782, -1.34220], [0.12516, -0.04951, 2.49514], [-0.55960, 0.76528, 2.71319], [1.17282, -0.60467, -1.46752], [1.11531, 1.54558, -0.12096], [-0.15057, 0.09362, -3.46381], [-1.81353, -1.26527, 0.27856], [-0.14020, -2.15100, 1.79772], [-0.92594, 1.37991, -2.52737], [0.81399, 1.44383, -2.85288], [1.66049, -0.61404, 1.02068], [-0.54438, -0.77881, -1.22197], [-0.60769, 1.28753, 0.15393], [0.76256, -0.35203, 3.32133]],
  "forces_ev_per_angstrom": [[-0.1, -0.1, -0.2], [0.1, 0.0, -0.1], [0.0, 0.1, -0.1], [0.0, 0.0, 0.0], [0.3, -0.1, 0.2], [0.0, -0.1, 0.0], [0.0, 0.1, 0.2], [0.1, -0.1, -0.1], [-0.1, 0.1, 0.0], [-0.1, -0.1, 0.0], [0.0, 0.2, 0.1], [-0.1, 0.1, 0.2], [-0.1, 0.2, 0.0], [0.1, -0.1, 0.0], [-0.1, -0.1, 0.1], [-0.2, 0.0, 0.0], [0.1, 0.1, -0.1], [0.1, -0.1, 0.0], [-0.1, 0.1, -0.1]],
  "nbo_charge": [-0.704, -0.244, -0.606, -0.403, 0.073, -0.378, -0.433, 0.226, 0.195, 0.205, 0.209, 0.467, 0.173, 0.203, 0.204, 0.211, 0.172, 0.212, 0.217],
  "e_lumo_ev": 1.0,
  "orbital_gap_ev": 10.60,
  "smiles": "CCC[C@H]1C[C@H]1O",
  "de_lowest_kj_mol": 117.1,
  "e_tot_ev": -8463.140
}